Here is a 3-piece molecular cluster, C6H10O2 overall from the OMol25 dataset. Energies are from wB97M-V/def2-TZVPD.

Positions of all 18 atoms, in Å:
C: 0.22 0.29 2.13
C: -0.29 -0.59 1.20
C: 0.51 -1.02 0.13
C: 1.77 -0.46 -0.03
C: 2.22 0.56 0.82
C: 1.42 0.95 1.87
H: -0.36 0.53 3.01
H: -1.30 -0.97 1.33
H: 0.13 -1.79 -0.52
H: 2.49 -0.90 -0.71
H: 3.16 1.07 0.66
H: 1.71 1.78 2.49
O: -2.67 0.79 -1.01
H: -3.60 0.84 -0.80
H: -2.14 0.93 -0.20
O: -1.38 -0.69 -3.44
H: -0.67 -0.10 -3.16
H: -2.10 -0.42 -2.86

Calculated values
frontier orbital gap: 10.195 eV
energy above the lowest of the compared OMol25 structures with the same formula, charge and spin: 3.3 kcal per mole
E: -10479.0278 eV
molar mass: 114.14 g mol⁻¹

Mulliken atomic charge list, values in e, 4 entries: -0.470 -0.519 -0.352 -0.385